(A)
Here is an isolated molecule of C5H13N from the Open Molecules 2025 dataset. Energies are from the ωB97M-V functional and the def2-TZVPD basis.

The HOMO-LUMO gap is 9.89 eV. As for the LUMO energy: 1.142 eV. The highest occupied orbital energy is -0.32145 hartree. Its charge is 0. The SMILES is CCCCNC.

Structure (XYZ):
```
19
C5H13N the ωB97M-V functional and the def2-TZVPD basis
C 2.11 -0.78 0.18
C 1.31 0.12 -0.75
C 0.40 1.09 -0.02
C -0.51 0.41 1.00
C -2.23 -0.26 -0.64
H 2.73 -1.51 -0.42
H 1.44 -1.40 0.76
H 2.80 -0.23 0.85
H 0.68 -0.52 -1.43
H 1.99 0.72 -1.38
H 0.99 1.85 0.52
H -0.23 1.65 -0.73
H 0.17 -0.04 1.75
H -1.12 1.15 1.54
H -1.84 -1.16 1.12
H -2.78 0.68 -0.37
H -1.65 0.00 -1.56
H -2.95 -1.09 -0.84
N -1.31 -0.68 0.41
```


(B)
Here is a cluster of 2 separate species, C5H13N in total from the Open Molecules 2025 dataset. Energies are from the ωB97M-V functional and the def2-TZVPD basis.

The HOMO-LUMO gap is 6.60 eV. As for the LUMO energy: -0.467 eV. The highest occupied orbital energy is -0.25953 hartree. Its charge is 0.

Structure (XYZ):
```
19
C5H13N the ωB97M-V functional and the def2-TZVPD basis
C -0.80 -0.69 1.55
C -0.18 0.42 0.96
C 0.86 0.48 -0.09
C 0.02 0.21 -1.33
C 1.70 1.76 -0.04
N -1.25 -2.14 -0.63
H -1.78 -0.44 1.96
H -0.18 -1.44 2.03
H -1.11 -0.60 0.31
H -0.53 1.42 1.24
H 1.61 -0.31 -0.06
H 0.64 0.03 -2.20
H -0.77 0.96 -1.47
H -0.44 -0.91 -1.13
H 2.56 1.75 -0.71
H 2.01 1.94 0.99
H 1.08 2.62 -0.32
H -1.72 -2.38 0.24
H -1.72 -2.70 -1.33
```


(C)
Here is a cluster of 2 separate species, C5H13N in total from the Open Molecules 2025 dataset. Energies are from the ωB97M-V functional and the def2-TZVPD basis.

The HOMO-LUMO gap is 8.11 eV. As for the LUMO energy: -0.364 eV. The highest occupied orbital energy is -0.31132 hartree. Its charge is 0.

Structure (XYZ):
```
19
C5H13N the ωB97M-V functional and the def2-TZVPD basis
C 1.76 -1.28 0.71
C 0.51 -1.35 -0.19
C -0.79 -0.82 0.41
C -1.56 0.29 -0.41
N -0.73 1.00 -1.32
C -0.21 2.13 -0.80
H 1.82 -2.13 1.39
H 2.66 -1.32 0.10
H 1.67 -0.32 1.20
H 0.35 -2.34 -0.63
H 0.75 -0.73 -1.07
H -0.63 -0.31 1.35
H -1.55 -1.59 0.52
H -2.08 0.86 0.38
H -2.44 -0.05 -0.95
H 0.50 1.20 1.16
H 0.53 2.61 -1.45
H 0.32 1.25 -0.01
H -0.86 2.90 -0.39
```


(D)
Here is an isolated molecule of C5H13N from the Open Molecules 2025 dataset. Energies are from the ωB97M-V functional and the def2-TZVPD basis.

The HOMO-LUMO gap is 9.99 eV. As for the LUMO energy: 1.175 eV. The highest occupied orbital energy is -0.32384 hartree. Its charge is 0. The SMILES is CCC[C@@H](C)N.

Structure (XYZ):
```
19
C5H13N the ωB97M-V functional and the def2-TZVPD basis
C -1.18 1.85 -0.61
C -0.25 0.61 -0.88
C -0.63 0.02 0.53
C -0.23 -1.57 0.64
C 1.39 -1.83 0.48
N 1.14 0.86 -0.77
H -1.27 2.52 -1.38
H -0.90 2.32 0.30
H -2.11 1.34 -0.53
H -0.45 -0.12 -1.74
H -1.76 0.11 0.59
H -0.28 0.63 1.43
H -0.85 -2.21 -0.01
H -0.51 -1.79 1.76
H 1.72 -1.44 -0.43
H 1.60 -2.83 0.69
H 1.81 -1.30 1.35
H 1.34 1.45 0.11
H 1.42 1.40 -1.53
```


Which of them is the least stable? Correct choice: (B).


(A)
Here is an isolated molecule of C5H13N from the Open Molecules 2025 dataset. Energies are from the ωB97M-V functional and the def2-TZVPD basis.

The HOMO-LUMO gap is 9.77 eV. As for the LUMO energy: 1.207 eV. The highest occupied orbital energy is -0.31478 hartree. Its charge is 0. The SMILES is CCN(C)CC.

Structure (XYZ):
```
19
C5H13N the ωB97M-V functional and the def2-TZVPD basis
C -1.86 -1.47 0.07
C -0.43 -1.03 0.37
N -0.07 0.25 -0.25
C 1.27 0.62 0.14
C 1.27 1.53 1.36
C -0.18 0.21 -1.72
H -2.21 -2.11 0.87
H -2.51 -0.59 0.05
H -1.96 -1.90 -0.93
H 0.30 -1.84 0.19
H -0.38 -0.83 1.44
H 1.84 1.13 -0.65
H 1.91 -0.25 0.37
H 2.24 1.77 1.80
H 0.60 1.20 2.15
H 0.85 2.50 1.06
H -0.34 1.24 -2.06
H -1.06 -0.32 -2.06
H 0.74 -0.10 -2.22
```


(B)
Here is a structure of composition C5H13N from the Open Molecules 2025 dataset. Energies are from the ωB97M-V functional and the def2-TZVPD basis.

The HOMO-LUMO gap is 8.41 eV. As for the LUMO energy: 0.522 eV. The highest occupied orbital energy is -0.28997 hartree. Its charge is 0.

Structure (XYZ):
```
19
C5H13N the ωB97M-V functional and the def2-TZVPD basis
C -1.56 -0.04 0.87
C -0.27 -0.65 0.89
C 0.66 0.08 -0.02
C 1.15 -0.80 -1.18
C 1.73 0.85 0.74
N -1.89 0.38 -1.07
H -2.38 -0.48 1.42
H -1.59 1.01 1.07
H -1.11 -1.01 0.20
H -0.15 -1.10 1.85
H 0.17 0.88 -0.52
H 0.30 -1.46 -1.51
H 1.48 -0.30 -2.03
H 1.93 -1.55 -0.77
H 2.52 0.12 1.04
H 2.31 1.64 0.25
H 1.32 1.27 1.68
H -2.86 0.56 -0.86
H -1.76 0.60 -2.06
```


(C)
Here is an isolated molecule of C5H13N from the Open Molecules 2025 dataset. Energies are from the ωB97M-V functional and the def2-TZVPD basis.

The HOMO-LUMO gap is 9.76 eV. As for the LUMO energy: 1.210 eV. The highest occupied orbital energy is -0.31424 hartree. Its charge is 0. The SMILES is CCCCNC.

Structure (XYZ):
```
19
C5H13N the ωB97M-V functional and the def2-TZVPD basis
C 0.97 -2.28 0.98
C 0.38 -0.97 1.42
C -0.83 -0.52 0.62
C -0.58 0.22 -0.71
N -0.05 1.56 -0.43
C -0.17 2.45 -1.55
H 1.03 -2.29 -0.13
H 0.41 -3.17 1.25
H 2.02 -2.44 1.21
H 0.00 -1.03 2.45
H 1.14 -0.19 1.44
H -1.59 -1.28 0.44
H -1.45 0.22 1.15
H 0.06 -0.31 -1.42
H -1.55 0.37 -1.19
H 0.84 1.45 0.02
H -1.22 2.72 -1.71
H 0.34 3.41 -1.38
H 0.25 2.07 -2.48
```


Which of them is the least stable? Correct choice: (B).


(A)
Here is a cluster of 2 separate species, CClO2S in total from the Open Molecules 2025 dataset. Energies are from the ωB97M-V functional and the def2-TZVPD basis.

The HOMO-LUMO gap is 5.53 eV. As for the LUMO energy: 3.087 eV. The highest occupied orbital energy is -0.08975 hartree. Its charge is -1.

Structure (XYZ):
```
5
CClO2S the ωB97M-V functional and the def2-TZVPD basis
C 0.92 0.92 0.24
O 0.74 0.52 1.31
O -1.46 -1.11 -0.97
S 1.35 1.48 -1.08
Cl -1.56 -1.80 0.51
```


(B)
Here is a cluster of 2 separate species, CClO2S in total from the Open Molecules 2025 dataset. Energies are from the ωB97M-V functional and the def2-TZVPD basis.

The HOMO-LUMO gap is 5.97 eV. As for the LUMO energy: 3.353 eV. The highest occupied orbital energy is -0.09620 hartree. Its charge is -1.

Structure (XYZ):
```
5
CClO2S the ωB97M-V functional and the def2-TZVPD basis
C -0.25 -0.21 -0.73
O -0.69 -1.15 -0.24
O 0.20 0.72 -1.23
S 0.34 0.83 2.81
Cl -0.53 -0.63 3.92
```


Which of them is the least stable? Correct choice: (A).


(A)
Here is a structure of composition C3H8NO2 from the Open Molecules 2025 dataset. Energies are from the ωB97M-V functional and the def2-TZVPD basis.

The HOMO-LUMO gap is 11.83 eV. As for the LUMO energy: -3.351 eV. The highest occupied orbital energy is -0.55796 hartree. Its charge is +1.

Structure (XYZ):
```
14
C3H8NO2 the ωB97M-V functional and the def2-TZVPD basis
C -2.33 -0.13 -0.14
C -0.45 0.11 0.37
C 2.03 -0.18 0.21
N 0.78 0.29 -0.55
O -1.51 1.02 0.13
O -1.18 -1.02 0.05
H -3.17 -0.45 0.69
H -2.85 -0.02 -1.19
H 0.16 0.07 1.44
H 2.20 0.56 0.99
H 1.82 -1.24 0.43
H 2.96 0.07 -0.43
H 0.78 -0.34 -1.32
H 0.75 1.24 -0.70
```


(B)
Here is a cluster of 2 separate species, C3H8NO2 in total from the Open Molecules 2025 dataset. Energies are from the ωB97M-V functional and the def2-TZVPD basis.

The HOMO-LUMO gap (spin up / spin down) is 9.73 / 9.73 eV. As for the LUMO energy (spin up / spin down): -4.406 / -4.406 eV. The highest occupied orbital energy (spin up / spin down) is -0.51949 / -0.51954 hartree. Its charge is +1.

Structure (XYZ):
```
14
C3H8NO2 the ωB97M-V functional and the def2-TZVPD basis
C 3.95 -0.14 -0.10
C -1.65 -0.22 -0.17
C -3.04 0.07 -0.12
N -0.61 0.40 0.23
O 2.80 0.36 -0.19
O 1.86 -0.21 0.47
H 4.91 0.32 -0.38
H 4.19 -1.09 0.41
H -1.55 -1.09 -0.65
H -3.68 -0.64 0.46
H -3.53 -0.01 -1.21
H -3.21 1.02 0.53
H -0.79 1.31 0.65
H 0.35 -0.07 0.06
```


Which of them is the least stable? Correct choice: (B).


(A)
Here is an isolated molecule of C10H19NO4S from the Open Molecules 2025 dataset. Energies are from the ωB97M-V functional and the def2-TZVPD basis.

The HOMO-LUMO gap is 10.77 eV. As for the LUMO energy: 0.693 eV. The highest occupied orbital energy is -0.37047 hartree. Its charge is 0. The SMILES is C=CC[C@@H]1NS(=O)(=O)O[C@H](CCCC)[C@@H]1O.

Structure (XYZ):
```
35
C10H19NO4S the ωB97M-V functional and the def2-TZVPD basis
C -4.81 -0.64 1.35
C -4.22 -0.17 0.27
C -3.04 -0.80 -0.39
H -3.18 -0.85 -1.47
H -2.91 -1.82 -0.01
C -1.74 -0.03 -0.11
N -1.79 1.31 -0.69
S -0.46 2.19 -0.22
O -0.52 3.47 -0.83
O -0.28 2.09 1.19
O 0.65 1.34 -0.95
C 0.76 0.02 -0.41
C 2.00 -0.65 -1.00
C 3.30 0.12 -0.70
C 4.04 -0.36 0.55
C 3.27 -0.18 1.85
H 3.92 -0.37 2.70
H 2.43 -0.86 1.91
H 2.89 0.84 1.93
H 4.98 0.20 0.62
H 4.30 -1.42 0.43
H 3.97 0.02 -1.55
H 3.06 1.18 -0.60
H 1.85 -0.70 -2.08
H 2.06 -1.66 -0.62
H 0.84 0.12 0.67
C -0.53 -0.74 -0.77
O -0.70 -0.83 -2.15
H -0.73 0.08 -2.50
H -0.46 -1.77 -0.40
H -2.64 1.80 -0.44
H -1.57 0.03 0.98
H -4.59 0.74 -0.20
H -5.66 -0.15 1.80
H -4.47 -1.54 1.83
```


(B)
Here is an isolated molecule of C10H19NO4S from the Open Molecules 2025 dataset. Energies are from the ωB97M-V functional and the def2-TZVPD basis.

The HOMO-LUMO gap is 10.49 eV. As for the LUMO energy: 0.733 eV. The highest occupied orbital energy is -0.35849 hartree. Its charge is 0. The SMILES is C=CC[C@@H]1NS(=O)(=O)O[C@H](CCCC)[C@@H]1O.

Structure (XYZ):
```
35
C10H19NO4S the ωB97M-V functional and the def2-TZVPD basis
C -4.80 -0.55 -1.05
C -3.92 -1.16 -0.27
C -3.45 -0.59 1.03
H -3.30 -1.39 1.76
H -4.19 0.12 1.42
C -2.12 0.18 0.89
N -2.30 1.31 0.00
S -0.94 2.23 -0.12
O -1.09 3.13 -1.21
O -0.60 2.70 1.17
O 0.17 1.15 -0.57
C 0.35 0.14 0.42
C 1.59 -0.68 0.09
C 2.85 0.19 0.09
C 4.10 -0.61 -0.27
C 5.35 0.26 -0.27
H 5.25 1.06 -0.99
H 6.23 -0.32 -0.52
H 5.50 0.71 0.71
H 3.97 -1.07 -1.25
H 4.22 -1.42 0.46
H 2.71 1.00 -0.64
H 2.97 0.65 1.07
H 1.46 -1.14 -0.89
H 1.69 -1.47 0.84
H 0.46 0.64 1.39
C -0.94 -0.71 0.41
O -1.15 -1.22 -0.89
H -0.87 -0.54 -1.51
H -0.84 -1.57 1.07
H -2.68 1.06 -0.89
H -1.85 0.60 1.86
H -3.48 -2.10 -0.57
H -5.11 -0.98 -1.99
H -5.25 0.39 -0.78
```


(C)
Here is an isolated molecule of C10H19NO4S from the Open Molecules 2025 dataset. Energies are from the ωB97M-V functional and the def2-TZVPD basis.

The HOMO-LUMO gap is 10.82 eV. As for the LUMO energy: 0.712 eV. The highest occupied orbital energy is -0.37143 hartree. Its charge is 0. The SMILES is C=CC[C@@H]1NS(=O)(=O)O[C@H](CCCC)[C@@H]1O.

Structure (XYZ):
```
35
C10H19NO4S the ωB97M-V functional and the def2-TZVPD basis
C 5.07 -0.72 0.16
C 4.27 0.21 -0.31
C 2.94 0.55 0.29
H 2.82 1.63 0.38
H 2.85 0.10 1.28
C 1.77 0.02 -0.56
N 1.75 0.66 -1.87
S 0.60 -0.07 -2.84
O 0.58 0.60 -4.09
O 0.76 -1.49 -2.80
O -0.69 0.34 -2.03
C -0.73 -0.26 -0.73
C -2.11 0.01 -0.13
C -2.42 -0.92 1.04
C -3.86 -0.76 1.55
C -4.11 0.60 2.19
H -3.40 0.79 2.99
H -5.11 0.63 2.62
H -4.03 1.40 1.46
H -4.05 -1.54 2.29
H -4.55 -0.90 0.72
H -2.28 -1.95 0.72
H -1.73 -0.72 1.87
H -2.85 -0.12 -0.91
H -2.13 1.05 0.20
H -0.57 -1.34 -0.86
C 0.42 0.34 0.10
O 0.25 1.72 0.25
H 0.25 2.11 -0.64
H 0.39 -0.08 1.11
H 2.65 0.64 -2.33
H 1.86 -1.07 -0.68
H 4.55 0.79 -1.18
H 6.02 -0.94 -0.29
H 4.82 -1.30 1.04
```


Which of them is the least stable? Correct choice: (A).


(A)
Here is an isolated molecule of C5H8ClN from the Open Molecules 2025 dataset. Energies are from the ωB97M-V functional and the def2-TZVPD basis.

The HOMO-LUMO gap (spin up / spin down) is 8.39 / 7.36 eV. As for the LUMO energy (spin up / spin down): 0.534 / -0.266 eV. The highest occupied orbital energy (spin up / spin down) is -0.28874 / -0.28020 hartree. Its charge is 0. The SMILES is C=NC(Cl)=C(C)C.

Structure (XYZ):
```
15
C5H8ClN the ωB97M-V functional and the def2-TZVPD basis
C 2.56 1.67 0.15
C -0.79 -0.48 -0.03
C 1.03 -0.01 -0.06
C -1.19 -1.87 -0.01
C -1.64 0.71 -0.14
N 1.36 1.24 -0.03
Cl 2.07 -1.38 0.13
H 2.72 2.73 0.12
H 3.42 1.02 0.32
H -1.91 -2.03 0.81
H -0.34 -2.54 0.13
H -1.70 -2.14 -0.94
H -2.48 0.55 -0.82
H -1.04 1.56 -0.48
H -2.05 0.97 0.84
```


(B)
Here is a structure of composition C5H8ClN from the Open Molecules 2025 dataset. Energies are from the ωB97M-V functional and the def2-TZVPD basis.

The HOMO-LUMO gap (spin up / spin down) is 9.40 / 7.16 eV. As for the LUMO energy (spin up / spin down): 0.576 / -0.669 eV. The highest occupied orbital energy (spin up / spin down) is -0.32410 / -0.28756 hartree. Its charge is 0.

Structure (XYZ):
```
15
C5H8ClN the ωB97M-V functional and the def2-TZVPD basis
C 0.93 -1.73 -0.35
C 1.00 -0.44 0.02
C -1.65 0.38 -0.11
C 2.38 -0.08 0.71
C -2.54 1.53 -0.43
N 0.30 0.65 -0.24
Cl -2.14 -1.17 0.30
H 0.04 -2.20 -0.74
H 1.82 -2.35 -0.38
H 3.06 -0.60 0.16
H 2.62 0.93 0.83
H 2.34 -0.39 1.69
H -3.34 1.71 0.31
H -1.99 2.48 -0.36
H -2.83 1.28 -1.41
```


Which of them is the least stable? Correct choice: (B).